1.
Computed, not measured: C2H3AuO2 as an isolated structure, with ωB97M-V/def2-TZVPD.

Summary:
**LUMO energy (spin up / spin down)**: -14.41 / -14.81 eV
**Multiplicity**: 3
**HOMO level (spin up / spin down)**: -21.973 / -22.084 eV
**Charge**: +2
**Orbital gap (spin up / spin down)**: 7.6 / 7.3 eV
**⟨S²⟩**: 2.05
**ΔE to the lowest compared entry with this formula, charge and spin**: 85.9 kcal per mole

Positions of all 8 atoms, in Å:
O  0.477  -0.487  -1.515
Au  -0.630  -0.643  0.431
O  0.064  0.634  -0.997
C  0.904  1.096  1.553
C  0.425  0.012  2.058
H  0.637  2.138  1.744
H  0.861  1.387  0.036
H  -0.022  -0.168  3.039

2.
Computed, not measured: C2H3B3F12O2V as an isolated structure, with ωB97M-V/def2-TZVPD.

Summary:
**LUMO energy (spin up / spin down)**: 5.30 / 5.30 eV
**Multiplicity**: 4
**HOMO level (spin up / spin down)**: -1.563 / -4.291 eV
**Charge**: -2
**Orbital gap (spin up / spin down)**: 6.9 / 9.6 eV
**⟨S²⟩**: 3.75
**ΔE to the lowest compared entry with this formula, charge and spin**: 0.0 kcal per mole

Positions of all 23 atoms, in Å:
V  -0.215  -0.070  0.261
C  2.763  1.048  -2.279
C  1.676  0.653  -1.298
O  0.654  1.374  -1.165
O  1.815  -0.426  -0.667
H  2.546  2.028  -2.707
H  2.856  0.284  -3.046
H  3.711  1.146  -1.743
B  -2.518  -0.499  -1.695
F  -3.281  -1.631  -1.388
F  -1.114  -0.842  -1.661
F  -2.838  -0.007  -2.955
F  -2.683  0.484  -0.688
B  -0.006  1.743  2.346
F  0.959  0.757  1.907
F  -0.523  1.383  3.576
F  0.596  2.999  2.381
F  -1.012  1.697  1.336
B  -0.682  -2.442  1.910
F  -0.048  -2.341  3.157
F  0.253  -2.357  0.846
F  -1.367  -3.662  1.836
F  -1.541  -1.320  1.736

3.
Computed, not measured: C2H3Br2NO3 in the gas phase, with ωB97M-V/def2-TZVPD.

Summary:
**LUMO energy**: -0.50 eV
**SMILES**: O=[N+]([O-])[C@@H](Br)[C@H](O)Br
**HOMO level**: -10.359 eV
**Charge**: 0
**Orbital gap**: 9.9 eV
**ΔE to the lowest compared entry with this formula, charge and spin**: 28.7 kcal per mole

Positions of all 11 atoms, in Å:
O  0.754  0.349  1.989
N  1.153  -0.283  1.012
O  1.908  -1.235  1.082
C  0.730  0.233  -0.276
Br  1.362  -1.038  -1.624
C  -0.858  0.373  -0.108
O  -1.396  -0.960  -0.006
Br  -1.348  1.232  -1.887
H  1.266  1.222  -0.632
H  -1.221  1.200  0.667
H  -2.351  -1.093  -0.217

4.
Computed, not measured: a 2-piece molecular cluster, C2H3Br2NOSi overall, with ωB97M-V/def2-TZVPD.

Summary:
**LUMO energy (spin up / spin down)**: -0.58 / -0.58 eV
**SMILES**: C=[Si](Br)Br.N=C=O
**HOMO level (spin up / spin down)**: -8.905 / -8.905 eV
**Charge**: 0
**Orbital gap (spin up / spin down)**: 8.3 / 8.3 eV
**ΔE to the lowest compared entry with this formula, charge and spin**: 55.1 kcal per mole

Positions of all 10 atoms, in Å:
C  1.654  -1.865  -1.342
Si  2.616  -0.480  -0.770
Br  3.237  1.264  -2.190
Br  3.193  0.205  1.248
H  1.638  -2.394  -2.309
H  1.477  -2.495  -0.486
N  1.909  2.301  3.999
C  1.422  1.294  3.590
O  0.760  0.380  3.347
H  2.648  2.862  3.615